[1]
Below is a cluster of 10 separate species, C36H72O16 in total in a non-equilibrium geometry, with properties calculated with ωB97M-V/def2-TZVPD.

Calculated values
Highest occupied orbital energy (eV): -9.152
Kohn-Sham gap (eV): 9.664
Structure (SMILES): CCOC(C)=O.CCOC(C)=O.CCOC(C)=O.CCOC(C)=O.CCOC(C)=O.CCOC(C)=O.CC(C)=O.CC(C)=O.CC(C)=O.CC(C)=O

XYZ file:
```
124
Properties=species:S:1:pos:R:3:forces:R:3
C -32.1759 -66.3083 -31.1431 0.285 0.914 0.767
C -30.7600 -66.4402 -31.6106 0.542 0.160 -1.792
O -30.4368 -65.1541 -32.2621 0.137 0.335 -0.424
C -29.1906 -64.5459 -32.2775 -0.788 -3.339 3.477
C -29.2569 -63.2151 -32.8468 0.514 2.188 -0.299
O -28.2929 -65.0601 -31.6220 -0.464 0.942 -1.416
H -32.9348 -66.2640 -31.8847 -0.313 -0.141 -1.113
H -32.3347 -65.4307 -30.5469 0.301 0.858 0.298
H -32.4480 -67.0489 -30.4543 -0.254 -1.622 0.777
H -30.0244 -66.7103 -30.8209 -0.458 0.303 -0.654
H -30.7725 -67.1736 -32.4684 0.549 0.398 1.110
H -28.5074 -62.5566 -32.2184 -1.417 -1.045 -1.895
H -30.2917 -62.8323 -32.8452 0.381 -0.032 0.806
H -29.1424 -63.2561 -33.9458 0.973 0.148 0.476
C -30.0983 -62.8488 -21.9745 0.017 0.169 0.501
C -30.3399 -63.8997 -23.0689 0.652 1.227 0.016
O -29.9015 -65.2155 -22.6042 -0.301 1.135 0.438
C -29.6475 -66.0932 -23.5328 -0.210 -2.220 -4.854
C -29.0378 -67.4139 -23.0720 0.207 -1.215 -4.235
O -29.9181 -65.9985 -24.7640 0.507 0.829 3.438
H -30.5503 -61.7897 -22.2622 1.799 -2.156 0.273
H -29.0403 -63.0701 -21.7321 0.051 1.706 -0.417
H -30.4946 -63.0232 -20.9683 -0.874 -0.541 -0.408
H -31.3963 -63.8667 -23.3132 0.023 -0.656 -0.583
H -29.6381 -63.6159 -23.9077 -1.267 -0.355 0.530
H -27.9316 -67.4412 -23.0674 -0.582 0.288 -0.334
H -29.4506 -68.3571 -23.7336 1.092 2.728 1.483
H -29.3302 -67.5572 -22.1332 -1.146 -0.864 4.110
C -33.0322 -61.3258 -25.7720 -0.956 -0.458 2.191
C -31.5175 -61.1487 -25.8142 -1.972 0.176 1.790
O -31.0893 -60.2312 -24.7844 -3.915 -0.040 -0.986
C -29.8983 -60.1637 -24.4121 5.703 0.653 2.382
C -29.6716 -59.1033 -23.3273 0.560 0.827 1.489
O -28.8987 -60.7794 -24.7792 -1.657 -0.313 -0.653
H -33.4229 -61.8108 -26.6701 0.395 -0.370 0.254
H -33.6447 -60.4148 -25.6814 0.744 0.195 -0.098
H -33.3322 -61.9042 -24.8090 0.441 0.616 -1.806
H -31.0265 -62.0471 -25.6188 0.792 -1.643 -0.006
H -31.2447 -60.7566 -26.7134 1.066 1.069 -2.571
H -29.9292 -59.4386 -22.2097 -0.033 0.798 -2.669
H -30.1536 -58.1541 -23.6847 -0.072 -0.835 0.959
H -28.5772 -58.8323 -23.2620 -1.105 -0.675 -0.305
C -36.0329 -59.6109 -33.6726 8.123 -2.130 -5.885
C -34.5651 -59.9410 -33.0377 -4.061 0.228 -0.944
O -34.6905 -61.2238 -32.4591 0.470 -0.991 0.699
C -33.6352 -61.7597 -31.8571 5.973 3.896 -3.132
C -33.7400 -62.9638 -31.1574 5.188 -3.465 0.130
O -32.4114 -61.3073 -32.0112 -5.284 -0.653 0.304
H -36.0912 -58.5678 -33.7447 0.486 1.752 -1.869
H -36.7132 -59.6505 -33.0564 -6.684 -1.824 7.102
H -36.3164 -60.3362 -34.5367 0.713 1.913 1.105
H -33.7315 -59.7543 -33.6435 1.021 -0.626 -1.442
H -34.4371 -59.2499 -32.2775 0.182 1.378 1.927
H -34.5028 -63.1144 -30.5588 -4.078 -0.282 2.986
H -32.7383 -62.9553 -30.4880 -2.613 -0.636 -1.602
H -33.7481 -63.8922 -31.8265 0.377 1.427 0.571
C -34.9565 -59.4705 -29.0581 1.575 -2.396 -2.730
C -33.4493 -59.3100 -28.8792 -2.422 -2.197 -0.822
O -33.3481 -58.4275 -27.8244 -1.465 0.561 0.011
C -32.1643 -58.0031 -27.6132 -1.046 3.882 7.660
C -32.0859 -57.1039 -26.2822 -1.077 1.341 -0.722
O -31.1436 -58.3223 -28.0173 5.078 -2.527 -4.203
H -35.4118 -59.9002 -28.2460 -1.237 -0.681 2.129
H -35.2009 -60.1323 -29.9241 0.672 -0.376 0.601
H -35.4513 -58.6635 -29.4607 -0.865 2.696 0.063
H -32.9812 -60.2915 -28.5897 -0.109 0.957 -0.727
H -33.1397 -58.8692 -29.8016 1.220 0.019 -0.476
H -31.5911 -57.6885 -25.3992 -1.196 1.034 -1.814
H -33.1749 -56.7413 -26.1003 1.988 -0.601 0.409
H -31.4517 -56.1565 -26.5450 -1.047 -1.864 0.605
C -31.5828 -72.4122 -28.1709 -1.393 1.745 -1.813
C -32.4840 -71.0409 -28.2175 -0.116 -3.972 0.934
O -31.6944 -69.9945 -27.8233 0.224 2.132 1.296
C -32.2505 -68.7639 -27.9167 2.468 3.255 0.940
C -31.4402 -67.6411 -27.2700 0.794 0.700 -2.208
O -33.1782 -68.3497 -28.5159 -3.037 -1.790 -1.770
H -32.2192 -73.2285 -28.6387 0.546 0.772 1.107
H -31.2274 -72.6625 -27.0999 0.013 0.420 -2.259
H -30.9255 -72.1381 -29.1255 -0.067 -0.985 2.840
H -32.6649 -70.9269 -29.2282 -0.921 0.224 -2.192
H -33.4606 -71.1115 -27.6886 0.765 0.152 -0.001
H -31.5723 -66.5253 -27.4750 -0.991 -1.712 -0.717
H -30.4419 -67.7878 -27.5951 1.412 -0.356 0.465
H -31.5515 -67.6387 -26.2648 0.304 -0.564 3.435
C -30.2534 -62.1276 -29.4845 -1.868 -1.487 3.652
C -30.7375 -63.3793 -28.4795 -1.940 1.654 3.286
C -29.6665 -64.3203 -27.8913 0.575 0.025 1.435
O -31.9638 -63.3857 -27.9516 6.235 0.101 -3.562
H -29.4477 -62.1497 -30.1814 0.677 -0.915 -0.237
H -30.0158 -61.2948 -28.7218 -0.945 -1.027 -1.278
H -31.2185 -62.1672 -29.9406 -0.344 1.833 -0.899
H -29.7091 -65.2069 -28.6267 0.540 0.851 1.687
H -29.8113 -64.4663 -26.7525 -1.149 -0.937 -1.932
H -28.5909 -63.9510 -27.6343 -1.548 0.009 -2.130
C -28.4838 -58.7992 -33.2165 -1.785 -0.903 0.910
C -29.3803 -57.9150 -32.3277 -0.923 4.875 -1.752
C -30.1963 -58.5810 -31.2360 4.171 -4.929 -4.680
O -29.6026 -56.6230 -32.5610 1.436 -6.458 1.168
H -29.1703 -59.3768 -34.0131 1.020 0.148 2.623
H -27.8401 -59.3868 -32.3862 -1.153 0.767 -2.842
H -28.0624 -58.2196 -34.0052 1.515 0.900 0.229
H -30.1599 -59.7046 -31.0995 0.308 1.218 -0.698
H -31.0787 -58.3312 -31.5432 -5.774 1.096 -1.686
H -30.1168 -58.2049 -30.3713 1.117 3.239 6.592
C -25.2985 -58.8499 -30.3521 1.553 -1.243 -2.971
C -26.4773 -59.6373 -29.9721 -1.222 -5.417 -4.636
C -26.9687 -59.5576 -28.5723 -1.995 0.350 -1.492
O -26.9196 -60.4740 -30.8861 0.972 3.484 4.346
H -24.6520 -58.8102 -29.5601 1.607 0.539 2.343
H -25.5730 -57.8795 -30.6312 -0.500 1.718 -0.241
H -24.5839 -59.2178 -31.2306 -2.222 0.188 1.611
H -26.2615 -59.7482 -27.8427 1.636 -0.855 1.278
H -27.9443 -59.9705 -28.3329 0.213 -0.838 -0.378
H -27.1787 -58.5393 -28.4367 -0.143 2.011 0.295
C -33.5213 -64.8882 -25.1783 -0.675 1.392 -1.792
C -34.8495 -64.6493 -25.7568 -3.199 0.377 1.854
C -35.1263 -65.4449 -27.0407 -0.946 -0.522 1.974
O -35.7009 -63.9622 -25.1399 1.968 -1.411 -2.033
H -32.8121 -64.6076 -25.8970 1.339 0.207 -1.361
H -33.3886 -65.8802 -24.9871 0.406 -2.759 0.798
H -33.3591 -64.2636 -24.3918 0.255 1.388 2.605
H -34.7135 -64.7114 -27.7381 0.413 -0.909 -0.806
H -36.2900 -65.4340 -27.1762 2.303 -0.613 0.110
H -34.5426 -66.5160 -26.8453 -1.757 2.851 -1.429
```
Forces are in eV/Å.

Atom charges from the Löwdin analysis, given in e for atoms 1 to 5: C -0.07; C -0.17; O -0.07; C -0.52; C 0.00



[2]
Below is a cluster of 9 separate species, C36H72O23 in total in a non-equilibrium geometry, with properties calculated with ωB97M-V/def2-TZVPD.

Calculated values
Highest occupied orbital energy (eV): -9.129
Kohn-Sham gap (eV): 9.585
Structure (SMILES): CCOC(=O)OC.CCOC(=O)OC.CCOC(=O)OC.CCOC(=O)OC.CCOC(=O)OC.CCOC(=O)OC.CCOC(=O)OC.C1CCOC1.C1CCOC1

XYZ file:
```
131
Properties=species:S:1:pos:R:3:forces:R:3
C -2.6702 1.7559 4.3981 0.267 1.231 0.857
C -1.3547 1.7481 5.2107 -0.743 -1.930 -0.407
O -1.0425 3.0019 5.7137 0.392 1.839 1.031
C -1.2857 3.3610 6.9924 -1.375 -1.168 2.578
O -1.6371 2.6509 7.9617 1.176 1.649 -3.185
O -1.1364 4.6948 7.0659 0.444 -0.132 -0.298
C -1.3213 5.3885 8.3032 -0.758 -0.088 0.881
H -2.5669 2.4281 3.5462 0.395 -0.680 -0.608
H -3.4420 2.3453 4.8929 -0.201 -0.569 0.808
H -3.0217 0.7452 4.1904 0.046 0.245 -0.285
H -0.5532 1.4170 4.5503 0.201 0.489 -0.105
H -1.3249 1.0007 6.0036 -0.512 0.072 0.241
H -2.3263 5.2631 8.7060 -0.229 -0.250 -0.384
H -1.1996 6.4605 8.1477 0.272 -0.270 -0.492
H -0.6914 5.0815 9.1382 0.499 -0.330 -0.483
C 3.0427 -0.2586 -1.6157 -1.054 -1.456 -0.084
C 1.6705 -0.8622 -2.0303 0.062 0.342 0.111
O 1.6728 -2.2989 -1.8729 -0.880 -0.788 -0.846
C 0.7375 -2.9995 -2.6278 -0.216 4.196 -1.506
O -0.0858 -2.4862 -3.3810 0.841 -0.489 1.180
O 0.9594 -4.2323 -2.5100 0.700 -4.624 0.234
C 0.2141 -5.2539 -3.2858 -0.916 1.102 0.442
H 3.8726 -0.6866 -2.1782 -0.143 0.313 -0.511
H 3.2456 -0.6252 -0.6095 -0.083 0.521 0.345
H 2.9704 0.8263 -1.6920 0.289 -0.091 0.069
H 1.3419 -0.5877 -3.0327 0.419 -0.115 -0.193
H 0.8825 -0.4806 -1.3811 0.086 0.091 0.182
H 0.3238 -5.1755 -4.3674 0.633 0.283 0.184
H -0.8502 -5.0957 -3.1119 0.010 0.084 0.168
H 0.4588 -6.2522 -2.9229 0.510 0.452 0.137
C 2.3812 -0.0387 4.3335 -2.498 1.707 -1.410
C 3.3043 1.1572 4.3825 2.615 -2.121 0.542
O 3.5814 1.8463 3.1149 0.009 -0.428 0.591
C 4.6342 1.5137 2.3249 1.025 -1.945 -0.001
O 5.4117 0.5468 2.4604 -2.272 2.906 -0.368
O 4.6190 2.4203 1.3098 -0.014 -0.112 0.523
C 5.5226 2.2700 0.2164 0.948 -1.116 -0.757
H 1.4214 0.4570 4.1880 -0.745 -0.798 -0.038
H 2.3045 -0.6348 5.2429 0.528 0.174 -0.059
H 2.5506 -0.6263 3.4313 0.188 -0.167 0.358
H 4.1368 0.5323 4.7059 1.435 1.259 -0.216
H 3.1113 1.8473 5.2038 -0.277 0.387 -0.686
H 5.6369 3.1155 -0.4619 -0.643 0.765 0.926
H 5.1932 1.5095 -0.4915 -0.273 -0.440 0.411
H 6.5288 2.0024 0.5390 -0.137 -0.063 0.301
C -0.2487 -0.3912 -8.4125 -1.076 -0.906 0.362
C -0.8873 0.7509 -7.6811 0.754 0.256 -1.172
O -1.5700 0.3581 -6.5105 -0.130 0.008 0.889
C -1.0328 0.4610 -5.2668 2.764 1.118 -1.322
O 0.1478 0.8235 -5.0580 -3.186 -1.108 -0.033
O -1.9901 0.1508 -4.4307 -0.277 -0.153 -0.570
C -1.7070 0.0893 -3.0538 1.597 -0.250 0.905
H 0.2601 0.0070 -9.2903 0.492 -0.232 0.284
H -1.0427 -1.0420 -8.7787 0.136 -0.350 -0.009
H 0.3261 -0.9206 -7.6526 0.619 -0.211 -0.627
H -1.6364 1.1399 -8.3707 -0.089 0.595 0.466
H -0.0247 1.4100 -7.5828 -0.642 0.767 0.982
H -1.6505 1.0891 -2.6233 -0.679 -0.162 0.164
H -0.7188 -0.3420 -2.8939 -0.084 0.110 -0.265
H -2.3667 -0.6503 -2.6001 -0.455 0.639 -0.032
C -6.8045 -6.8862 1.6946 2.214 -0.597 -0.092
C -5.4536 -6.5295 2.4036 -0.106 0.731 0.152
O -5.1257 -5.1745 2.0575 2.254 2.341 1.216
C -3.8978 -4.6327 2.5854 -1.028 -1.863 -0.899
O -3.1059 -5.2971 3.2598 -1.964 2.475 -1.677
O -3.8089 -3.3418 2.0680 -0.939 -2.831 1.245
C -2.6860 -2.6047 2.4549 1.758 0.176 0.004
H -7.7188 -6.5141 2.1569 0.361 -0.042 0.157
H -6.7415 -7.9737 1.6554 -0.724 -0.175 0.205
H -6.7525 -6.5966 0.6451 -0.063 0.326 0.088
H -4.5336 -7.0637 2.1663 -0.540 -0.849 -0.639
H -5.5094 -6.6469 3.4858 -0.361 0.234 0.150
H -2.9414 -1.5461 2.5030 -0.174 -0.217 0.155
H -1.8856 -2.7413 1.7277 -0.081 0.153 -0.434
H -2.1915 -2.9675 3.3560 -0.593 0.084 0.410
C 1.4299 -6.9505 0.2120 -0.104 -1.901 0.627
C 2.1729 -6.8420 1.5687 -1.180 1.234 -0.430
O 3.0893 -5.7644 1.5057 0.290 1.806 0.847
C 2.7064 -4.4335 1.7495 -1.161 -2.263 -1.602
O 1.5817 -3.9862 1.8110 0.896 -0.600 0.485
O 3.8296 -3.7925 1.6983 1.529 0.298 -0.432
C 3.8522 -2.3822 1.8216 -0.432 0.304 0.316
H 0.5419 -7.5666 0.3528 -0.349 0.102 0.290
H 2.0098 -7.6268 -0.4162 0.333 0.534 -0.466
H 1.0926 -6.0626 -0.3227 0.556 0.258 0.471
H 2.7601 -7.7193 1.8400 0.017 -0.021 -0.476
H 1.5026 -6.6803 2.4129 -0.322 0.116 -0.125
H 3.0049 -1.9242 1.3113 -0.331 -0.129 0.322
H 4.7307 -1.9554 1.3377 0.236 -0.519 0.323
H 3.8475 -2.2363 2.9018 0.056 0.791 -0.212
C 2.9967 2.3421 -5.2489 -0.787 0.334 -0.028
C 2.0750 3.1984 -4.3490 -0.185 -0.159 -0.717
O 2.5045 3.0561 -3.0237 0.942 0.767 2.427
C 1.9868 3.9102 -2.0775 -0.416 -1.764 -2.746
O 1.0020 4.5465 -2.2002 -1.972 1.667 -0.880
O 2.6573 3.8271 -1.0077 3.587 -0.724 2.008
C 2.5059 4.7830 0.0154 -1.248 0.081 1.287
H 4.0127 2.7237 -5.3499 -0.114 0.430 0.218
H 2.5336 2.3736 -6.2352 0.116 -0.201 -0.132
H 3.1170 1.2989 -4.9567 -0.494 0.047 0.232
H 1.0126 2.9547 -4.3372 0.124 -0.497 -0.673
H 2.1180 4.2447 -4.6513 0.253 0.153 -0.018
H 2.5853 5.8355 -0.2567 0.148 -0.226 -0.639
H 3.2068 4.5664 0.8217 0.150 -0.238 -0.407
H 1.5058 4.6280 0.4202 -0.096 0.308 0.185
C 0.6263 1.0349 1.5999 -0.613 0.023 0.938
C -0.7671 0.4134 1.9762 0.542 0.216 -0.027
C -1.2261 -0.1294 0.6265 0.908 1.459 -0.207
O -0.8894 1.1027 -0.1448 -2.067 -1.651 -1.513
C 0.3360 1.6328 0.1999 1.225 -0.742 2.189
H 1.4504 0.3244 1.6646 -0.222 -0.397 -0.498
H 0.9516 1.8023 2.3023 -0.283 0.191 0.071
H -1.4678 1.2224 2.1828 0.152 0.072 0.035
H -0.7747 -0.2030 2.8751 0.243 -0.479 -0.302
H -2.2722 -0.3995 0.4824 -0.166 0.803 0.155
H -0.7129 -1.0138 0.2489 0.700 0.093 0.043
H 0.2723 2.7100 0.3542 -0.141 0.087 -0.695
H 1.1630 1.3307 -0.4426 -0.185 0.402 -0.487
C -2.3179 3.8324 -2.2861 -1.581 0.176 -0.042
C -3.7215 3.4356 -2.8059 -0.517 -0.234 -1.570
C -4.3800 4.6832 -3.4364 2.626 0.324 0.811
O -3.8082 5.6767 -2.5427 -0.396 1.347 0.153
C -2.5985 5.2716 -1.8411 -0.510 -1.206 -1.005
H -1.5916 3.8444 -3.0988 -0.058 -0.153 -0.043
H -1.9096 3.2496 -1.4604 -0.223 -0.293 -0.138
H -4.5001 3.2564 -2.0644 0.674 -0.901 0.514
H -3.6864 2.6809 -3.5916 -0.076 -0.610 0.436
H -5.4650 4.5931 -3.4884 -0.133 0.432 0.978
H -4.1312 4.9901 -4.4523 0.616 -0.406 -0.239
H -2.8082 5.3391 -0.7736 0.178 0.207 -0.037
H -1.6652 5.7441 -2.1474 -0.515 1.251 0.186
```
Forces are in eV/Å.

Atom charges from the Löwdin analysis, given in e for atoms 1 to 5: C -0.05; C -0.23; O 0.03; C -0.51; O 0.09



Sequential LUMO level output: 0.5; 0.5 eV
Sequential total energy output: -2618.2618; -3145.2769 hartree
Sequential relative energy (zero: lowest compared OMol25 entry of this formula, charge and spin) output: 304.94; 82.78 kcal per mole